Record 1
DFT (the ωB97M-V functional and the def2-TZVPD basis) results for C5H6O as an isolated structure in a non-equilibrium geometry.

Results
Strongest force on any atom ... 13.1 eV/A
LUMO level ... 0.91 eV
Frontier orbital gap ... 9.85 eV
ΔE to the lowest compared entry with this formula, charge and spin ... 126.3 kcal per mole

Each line ends with the natural charge from an NBO analysis.
Atoms and positions in Å:
C  -0.24  1.08  0.32  -0.3411
C  -0.62  0.05  -0.79  -0.0588
C  -0.04  -0.33  1.00  0.0206
C  1.04  -1.03  0.16  -0.2052
C  0.45  -0.64  -1.06  -0.1967
H  0.62  1.81  0.12  0.1885
H  -1.29  1.55  0.70  0.2205
H  -1.50  0.61  -1.28  0.2377
H  -0.01  -0.70  2.15  0.2059
H  1.93  -1.34  0.47  0.2126
H  0.95  -0.49  -2.07  0.2276
O  -1.29  -0.55  0.29  -0.5115

---

Record 2
DFT (the ωB97M-V functional and the def2-TZVPD basis) results for C5H6O as an isolated structure.

Results
Strongest force on any atom ... 0.8 eV/A
LUMO level ... 1.06 eV
Frontier orbital gap ... 11.19 eV
ΔE to the lowest compared entry with this formula, charge and spin ... 70.3 kcal per mole

Each line ends with the natural charge from an NBO analysis.
Atoms and positions in Å:
C  -1.69  1.90  -0.75  -0.2108
C  -0.97  0.93  -0.70  -0.0533
C  -0.03  -0.21  -0.77  0.0234
C  1.16  -0.18  0.19  -0.4216
C  0.25  -1.01  1.09  -0.0699
O  -0.47  -1.42  -0.11  -0.5094
H  -2.32  2.76  -0.82  0.2378
H  0.22  -0.36  -1.83  0.2113
H  1.87  -0.90  -0.23  0.2122
H  1.67  0.73  0.51  0.2156
H  -0.48  -0.49  1.72  0.1805
H  0.77  -1.74  1.71  0.1842

---

Record 3
DFT (the ωB97M-V functional and the def2-TZVPD basis) results for C5H6O in the gas phase.

Results
Structure (SMILES) ... C#CC1COC1
Strongest force on any atom ... 0.6 eV/A
LUMO level ... 0.90 eV
Frontier orbital gap ... 10.71 eV
ΔE to the lowest compared entry with this formula, charge and spin ... 75.1 kcal per mole

Each line ends with the natural charge from an NBO analysis.
Atoms and positions in Å:
C  -1.26  -2.27  -0.75  -0.2305
C  -0.67  -1.23  -0.62  -0.0095
C  0.04  -0.20  0.14  -0.3448
C  -0.52  1.20  0.47  -0.0379
O  0.79  1.78  0.37  -0.5296
C  1.34  0.58  -0.20  -0.0389
H  -1.69  -3.24  -0.63  0.2381
H  0.24  -0.78  1.03  0.2374
H  -1.20  1.65  -0.27  0.1772
H  -0.96  1.31  1.47  0.1809
H  2.20  0.22  0.37  0.1787
H  1.62  0.72  -1.25  0.1791